Below is a cluster of 2 separate species, C20H26N2O5 in total, with properties calculated with wB97M-V/def2-TZVPD.

Structure (ORCA input):
```
! RIJCOSX wB97M-V def2-TZVPD def2/J DEFGRID3
* xyz 0 1
C 3.783 -0.888 0.338
O 2.519 -1.259 -0.226
C 1.412 -1.256 0.591
C 0.251 -1.821 0.059
C -0.939 -1.848 0.791
C -0.988 -1.300 2.078
C -2.183 -1.297 2.810
C -2.240 -0.753 4.106
C -3.532 -0.709 4.910
C -4.321 0.552 4.526
C -4.382 -1.985 4.761
O -5.139 -2.103 3.810
O -4.273 -2.920 5.731
C -1.071 -0.198 4.649
C 0.124 -0.188 3.923
C 0.176 -0.735 2.635
C 1.365 -0.717 1.891
H 4.573 -1.031 -0.405
H 3.781 0.165 0.636
H 4.017 -1.509 1.209
H 0.281 -2.245 -0.940
H -1.827 -2.293 0.349
H -3.075 -1.713 2.352
H -3.279 -0.632 5.971
H -5.235 0.624 5.124
H -4.600 0.529 3.467
H -3.718 1.449 4.704
H -4.872 -3.632 5.460
H -1.088 0.239 5.643
H 1.013 0.249 4.366
H 2.245 -0.271 2.339
C 3.043 1.277 -6.684
N 2.242 1.182 -5.465
C 2.280 0.154 -4.610
O 3.036 -0.799 -4.783
C 1.374 0.173 -3.355
C -0.034 -0.368 -3.642
N 1.263 1.446 -2.620
C 0.797 2.617 -3.057
C 0.812 3.752 -2.060
O 0.372 2.811 -4.188
H 2.801 2.195 -7.222
H 4.104 1.275 -6.428
H 2.838 0.418 -7.326
H 1.574 1.920 -5.264
H 1.838 -0.536 -2.668
H 0.042 -1.373 -4.060
H -0.543 0.275 -4.361
H -0.615 -0.411 -2.721
H 1.561 1.416 -1.659
H 0.272 3.457 -1.162
H 0.325 4.618 -2.507
H 1.842 3.999 -1.813
*
```

Results
ΔE to the lowest compared entry with this formula, charge and spin ... 0.645 eV
Frontier orbital gap ... 8.42 eV
Largest force on an atom ... 2.02 eV/Å
SMILES string ... COc1ccc2cc([C@@H](C)C(=O)O)ccc2c1.CNC(=O)[C@H](C)NC(C)=O



Below is a cluster of 2 separate species, C20H26N3 in total, with properties calculated with wB97M-V/def2-TZVPD.

Structure (ORCA input):
```
! RIJCOSX wB97M-V def2-TZVPD def2/J DEFGRID3
* xyz 1 1
C 4.842 -0.179 0.953
N 3.418 -0.512 0.957
C 2.395 0.385 0.871
C 1.162 -0.287 0.897
C -0.101 0.338 0.908
C -1.383 -0.317 0.856
C -1.673 -1.355 -0.053
C -2.881 -2.007 -0.016
C -3.848 -1.683 0.933
C -5.106 -2.473 1.037
C -3.590 -0.628 1.804
C -2.406 0.062 1.750
C 1.477 -1.694 1.049
C 0.686 -2.827 1.241
C 1.295 -4.050 1.379
C 2.685 -4.173 1.333
C 3.485 -3.064 1.185
C 2.880 -1.810 1.057
H 5.448 -1.078 1.047
H 5.095 0.323 0.021
H 5.073 0.487 1.784
H 2.533 1.450 0.810
H -0.101 1.404 1.078
H -0.928 -1.632 -0.781
H -3.078 -2.801 -0.716
H -5.778 -2.052 1.788
H -5.635 -2.490 0.083
H -4.889 -3.503 1.325
H -4.328 -0.360 2.540
H -2.220 0.873 2.434
H -0.382 -2.736 1.299
H 0.688 -4.926 1.524
H 3.133 -5.152 1.412
H 4.556 -3.160 1.165
C 1.750 2.915 -1.663
N 0.851 3.693 -2.487
N -0.585 3.338 -2.366
C -1.452 4.324 -1.718
C -1.140 2.811 -3.613
H 2.784 3.225 -1.822
H 1.505 3.013 -0.606
H 1.670 1.862 -1.926
H 0.955 4.696 -2.312
H -2.445 3.908 -1.562
H -1.047 4.608 -0.750
H -1.541 5.220 -2.327
H -2.141 2.419 -3.446
H -1.181 3.589 -4.372
H -0.510 2.006 -3.984
*
```

Results
ΔE to the lowest compared entry with this formula, charge and spin ... 1.773 eV
Frontier orbital gap ... 5.42 eV
Largest force on an atom ... 1.99 eV/Å



Below is an isolated molecule of C20H26N4O2, with properties calculated with wB97M-V/def2-TZVPD.

Structure (ORCA input):
```
! RIJCOSX wB97M-V def2-TZVPD def2/J DEFGRID3
* xyz 0 1
C 2.016 3.316 1.701
C 2.817 2.020 1.763
C 4.092 2.053 0.921
C 3.851 2.154 -0.588
N 3.025 1.068 -1.094
C 1.679 1.375 -1.512
C 3.585 -0.159 -1.127
O 4.761 -0.343 -0.883
C 2.680 -1.341 -1.491
N 1.483 -1.409 -0.677
N 1.710 -1.422 0.636
C 0.723 -1.500 1.467
C -0.610 -1.581 1.013
C -1.891 -1.690 1.632
C -2.318 -1.759 2.956
C -3.667 -1.868 3.204
C -4.591 -1.913 2.156
C -4.195 -1.846 0.839
C -2.834 -1.731 0.572
N -2.172 -1.656 -0.627
C -2.766 -1.593 -1.938
C -2.874 -0.151 -2.448
C -3.772 0.719 -1.579
C -0.837 -1.561 -0.368
C 0.249 -1.471 -1.308
O 0.164 -1.427 -2.532
H 1.645 3.507 0.698
H 1.161 3.263 2.372
H 2.635 4.158 2.003
H 3.102 1.833 2.800
H 2.197 1.178 1.446
H 4.659 1.140 1.107
H 4.708 2.902 1.222
H 3.372 3.099 -0.842
H 4.821 2.102 -1.092
H 0.975 1.353 -0.673
H 1.338 0.681 -2.278
H 1.662 2.377 -1.944
H 2.366 -1.296 -2.537
H 3.279 -2.242 -1.333
H 0.986 -1.502 2.513
H -1.601 -1.728 3.762
H -4.024 -1.923 4.221
H -5.642 -2.002 2.388
H -4.924 -1.881 0.044
H -2.134 -2.160 -2.625
H -3.754 -2.056 -1.892
H -3.265 -0.184 -3.466
H -1.870 0.274 -2.493
H -3.811 1.731 -1.974
H -4.785 0.324 -1.556
H -3.400 0.767 -0.557
*
```

Results
ΔE to the lowest compared entry with this formula, charge and spin ... 1.284 eV
Frontier orbital gap ... 8.43 eV
Largest force on an atom ... 1.00 eV/Å
SMILES string ... CCCCN(C)C(=O)Cn1ncc2c3ccccc3n(CCC)c2c1=O



Below is an isolated molecule of C20H26N4O4, with properties calculated with wB97M-V/def2-TZVPD.

Structure (ORCA input):
```
! RIJCOSX wB97M-V def2-TZVPD def2/J DEFGRID3
* xyz 0 1
C -4.239 -2.938 -1.727
O -4.422 -1.572 -1.452
C -3.543 -0.958 -0.613
C -2.451 -1.578 -0.026
C -1.634 -0.857 0.835
C -0.484 -1.501 1.549
O -0.469 -1.601 2.763
N 0.523 -1.956 0.768
C 0.642 -1.720 -0.655
C 2.068 -1.283 -1.012
C 2.704 -0.461 0.133
C 2.817 -1.368 1.377
C 1.734 -2.454 1.386
N 1.953 0.738 0.497
C 1.998 1.835 -0.450
C 3.406 2.448 -0.455
C 4.355 1.314 -0.568
N 5.672 1.326 -0.938
C 6.099 0.037 -0.882
N 5.153 -0.777 -0.507
C 4.056 0.007 -0.302
C -1.902 0.475 1.103
C -2.971 1.124 0.492
O -3.236 2.456 0.678
C -2.476 3.167 1.625
C -3.814 0.403 -0.366
O -4.890 0.900 -1.043
C -5.639 1.957 -0.487
H -3.288 -3.124 -2.238
H -4.287 -3.545 -0.817
H -5.059 -3.215 -2.387
H -2.238 -2.619 -0.204
H -0.076 -0.951 -0.950
H 0.392 -2.639 -1.203
H 2.047 -0.698 -1.932
H 2.713 -2.144 -1.185
H 3.802 -1.832 1.387
H 2.719 -0.733 2.257
H 1.490 -2.744 2.409
H 2.062 -3.337 0.831
H 0.998 0.495 0.727
H 1.269 2.585 -0.133
H 1.741 1.529 -1.479
H 3.574 2.987 0.482
H 3.516 3.153 -1.283
H 6.214 2.136 -1.192
H 7.099 -0.259 -1.124
H -1.259 0.999 1.791
H -1.423 3.232 1.331
H -2.904 4.168 1.647
H -2.549 2.719 2.620
H -5.136 2.919 -0.605
H -6.577 1.966 -1.043
H -5.847 1.788 0.572
*
```

Results
ΔE to the lowest compared entry with this formula, charge and spin ... 3.489 eV
Frontier orbital gap ... 8.72 eV
Largest force on an atom ... 0.76 eV/Å
SMILES string ... COc1cc(C(=O)N2CCC3(CC2)NCCc2[nH]cnc23)cc(OC)c1OC